# C31H44BrN3NiP2

A structure of composition C31H44BrN3NiP2 (the ωB97M-V functional and the def2-TZVPD basis, the Open Molecules 2025 dataset).

XYZ file:
```
82
Properties=species:S:1:pos:R:3:forces:R:3:mulliken_spin:R:1
Br 3.503 0.384 -2.929 0.07 -0.47 0.35 0.063
Ni 2.243 0.105 -1.059 -0.31 1.36 -1.17 0.286
P 1.185 0.826 0.726 0.18 0.61 1.79 -0.019
P 1.158 2.736 -2.793 0.69 1.46 -2.33 0.460
N -1.202 -0.417 -0.928 -0.14 -0.10 -0.04 0.002
N -4.029 3.356 -1.765 1.05 -2.46 0.66 0.000
N -2.438 -3.374 5.519 -0.18 0.21 0.30 0.115
C 3.473 3.863 -4.238 0.41 0.10 -0.89 0.033
C -3.108 1.016 -1.051 0.41 -0.36 -0.07 0.009
C 0.733 1.783 -4.336 -0.15 -1.09 1.02 0.060
C -0.224 3.407 0.535 -0.10 0.01 -0.18 0.054
C 2.806 3.618 -2.896 0.25 -0.77 1.14 0.056
C 1.435 -3.896 0.651 -0.96 -1.24 0.30 0.033
C 1.994 -1.589 -0.588 0.70 -0.08 -1.14 0.162
C -1.835 0.605 -1.501 -0.43 0.16 0.66 0.023
C 0.083 5.130 -3.962 0.11 0.56 -0.66 0.050
C 0.914 -2.319 -1.111 0.03 -1.27 0.49 -0.070
C 0.818 -4.607 1.731 1.54 0.07 -0.88 0.063
C 3.059 -2.201 0.096 -0.33 -0.87 0.49 -0.008
C 1.020 -0.423 2.103 0.21 -0.32 -0.55 0.013
C 0.615 -3.496 -0.441 -0.09 1.36 -0.72 0.118
C -1.125 -3.592 5.516 0.34 -0.43 -0.66 -0.043
C -3.633 2.294 -1.465 -1.02 2.07 -0.80 -0.001
C -3.147 -3.541 4.404 0.30 -0.34 -0.36 -0.041
C -3.800 0.190 -0.149 0.07 -0.06 0.08 0.000
C 1.071 2.409 -5.672 0.17 0.25 -0.49 0.038
C 2.760 -3.388 0.750 0.67 0.35 0.04 0.070
C -1.813 -1.135 0.022 -0.90 0.29 -0.17 0.002
C 2.635 1.819 1.272 -0.20 0.18 0.06 0.005
C -0.140 2.052 1.224 -0.49 -0.33 -0.16 -0.048
C -2.578 -3.982 3.213 0.48 0.00 0.02 0.089
C -0.548 -4.568 1.924 -1.07 -0.44 0.39 0.282
C -3.151 -0.915 0.404 0.72 0.07 -0.47 0.001
C -0.216 -0.354 2.991 -0.13 0.02 0.03 -0.001
C 3.985 1.133 1.148 0.35 0.01 0.00 0.000
C -0.443 -4.006 4.365 -0.36 0.11 0.10 0.103
C -1.180 -4.232 3.175 -0.09 -0.03 0.55 -0.017
C -0.034 4.149 -2.813 -0.28 -0.86 1.29 0.056
H 0.714 3.444 -5.737 0.24 -0.40 -0.25 -0.003
H -1.112 1.538 1.149 0.29 0.15 0.07 0.000
H 0.027 2.233 2.301 0.19 -0.33 -0.47 -0.001
H 4.557 3.717 -4.150 -0.25 0.22 0.18 0.001
H 1.475 -5.083 2.457 -0.07 0.67 0.43 0.005
H 0.637 -4.136 4.400 -0.22 -0.04 -0.01 0.006
H 0.625 1.809 -6.469 -0.23 0.13 0.17 0.005
H 4.277 0.995 0.096 0.01 -0.03 0.25 0.003
H -0.605 4.873 -4.778 0.33 0.04 0.19 0.000
H -3.625 -1.609 1.105 0.03 0.45 -0.24 -0.001
H 2.608 2.724 0.654 0.14 0.01 0.17 -0.003
H -0.276 0.605 3.517 -0.10 -0.36 0.02 0.001
H 0.755 3.808 0.269 0.01 0.06 0.07 -0.004
H -0.837 3.363 -0.367 0.04 -0.05 0.04 -0.018
H 1.240 0.811 -4.226 -0.34 0.36 -0.14 -0.012
H -0.351 1.594 -4.266 0.25 0.12 0.06 -0.002
H -0.178 -1.161 3.732 0.03 0.21 -0.06 0.003
H -1.034 3.694 -2.787 0.07 0.30 0.19 0.002
H -4.837 0.415 0.097 0.27 0.05 0.08 0.000
H -1.317 1.137 -2.318 -0.31 -0.27 0.60 -0.013
H 3.165 3.161 -5.006 0.31 0.31 0.36 -0.001
H 0.367 -1.957 -1.980 -0.01 -0.12 0.52 0.012
H -0.579 -3.465 6.458 -0.32 0.06 -0.35 -0.001
H -0.221 6.115 -3.584 0.07 -0.24 -0.14 0.005
H 3.505 -3.882 1.384 -0.39 0.19 -0.13 0.002
H -1.236 -1.949 0.478 -0.18 0.34 -0.21 -0.003
H 4.002 0.160 1.652 0.02 0.17 -0.08 -0.001
H 2.451 2.118 2.310 -0.01 0.08 -0.11 -0.002
H -0.286 -4.054 -0.687 0.24 0.04 0.01 0.010
H -4.219 -3.358 4.457 0.21 0.05 0.10 -0.001
H 1.944 -0.325 2.694 -0.24 -0.05 -0.11 0.003
H 3.484 2.968 -2.324 -0.26 0.37 0.01 -0.001
H 1.078 -1.400 1.606 -0.11 0.16 0.34 0.001
H -3.184 -4.104 2.315 0.11 -0.08 0.23 0.005
H -0.704 4.126 1.210 0.12 -0.14 -0.18 -0.001
H 4.751 1.761 1.617 -0.08 -0.19 -0.13 0.000
H 2.716 4.556 -2.345 -0.28 -0.08 0.11 0.000
H 1.103 5.241 -4.362 -0.38 -0.04 0.14 -0.004
H -1.239 -4.783 1.100 0.32 0.71 -0.01 -0.004
H 4.049 -1.728 0.118 -0.48 -0.25 0.26 0.009
H -1.135 -0.501 2.407 0.21 0.16 0.23 -0.001
H 3.290 4.876 -4.623 0.01 -0.33 0.16 0.001
H 0.145 4.667 -1.863 -0.22 -0.11 -0.17 0.008
H 2.146 2.364 -5.852 -0.52 -0.03 -0.20 -0.001
```
Positions in Å, forces in eV/Å.

The energy above the lowest of the compared OMol25 structures with the same formula, charge and spin comes out at 86.0 kcal/mol. For the frontier orbital gap (spin up / spin down), the calculation gives 6.89 / 6.01 eV. The value obtained for the strongest force on any atom is 2.8 eV/Å. Its expectation value of S² is 2.2095. As for the multiplicity: 3. Its net charge is +2.